Entry 1:
Computed, not measured: a molecular structure, C3H6N2S at a distorted geometry, with wB97M-V/def2-TZVPD.

```
12
Properties=species:S:1:pos:R:3:forces:R:3:nbo_charge:R:1
C -1.41187 -1.08086 0.56552 -0.22 -5.93 3.57 -0.466
C -1.11758 0.78954 -0.57898 -2.66 1.65 -0.64 0.257
C 1.13235 0.55718 0.65720 -1.46 1.38 1.01 -0.133
H -0.53821 -1.68249 0.11480 -0.92 0.96 0.81 0.223
H -1.05523 -0.65730 1.65518 -0.91 -0.93 -2.61 0.192
H -2.24681 -1.97455 0.65096 1.99 2.13 0.74 0.199
H -1.52304 1.57883 -1.32836 0.87 -1.47 1.26 0.185
H -0.15870 2.27880 0.65465 0.26 -2.00 -1.15 0.407
H 1.48832 0.87488 1.92053 -0.81 -0.99 -4.27 0.233
N -1.93275 -0.23246 -0.34644 3.35 5.17 -2.30 -0.404
N 0.04578 1.35400 0.14454 -0.23 -0.22 2.19 -0.682
S 1.60157 -0.61650 -0.38231 0.73 0.26 1.38 -0.011
```
Positions in Å, forces in eV/Å.

Computed properties:
HOMO energy ... -0.3329 Ha
Total charge ... 0



Entry 2:
Computed, not measured: C3H6N2S in the gas phase at a distorted geometry, with wB97M-V/def2-TZVPD.

```
12
Properties=species:S:1:pos:R:3:forces:R:3:nbo_charge:R:1
C -0.59067 0.14860 1.99293 -0.83 -1.33 -0.46 -0.464
C 1.01358 0.91069 0.54926 0.03 0.49 -0.73 0.264
C 0.46179 -0.88728 -1.04336 -1.42 1.27 0.52 -0.062
H -1.68620 0.22166 2.00694 0.35 0.07 -0.46 0.220
H -0.25242 -0.83956 1.64813 -0.57 0.15 -0.55 0.182
H -0.32820 0.02291 3.02580 0.45 1.07 0.84 0.211
H 1.69506 1.66408 0.20188 0.20 0.59 -0.20 0.167
H 2.28043 -0.66271 -0.11696 -0.77 0.36 0.04 0.410
H 0.87532 -1.72288 -1.58490 0.35 -0.18 0.00 0.198
N 0.07281 1.24209 1.31252 0.79 -0.93 1.00 -0.352
N 1.30316 -0.34425 -0.09207 -0.42 -0.96 -0.51 -0.642
S -1.09525 -0.37503 -1.41981 1.84 -0.62 0.51 -0.131
```
Positions in Å, forces in eV/Å.

Computed properties:
HOMO energy ... -0.3153 Ha
SMILES ... C/N=C\NC=S
Total charge ... 0



Entry 3:
Computed, not measured: C3H6N2S in the gas phase at a distorted geometry, with wB97M-V/def2-TZVPD.

```
12
Properties=species:S:1:pos:R:3:forces:R:3:nbo_charge:R:1
C 0.24248 0.15992 -0.47541 -0.31 0.23 1.12 0.270
C -0.88019 -0.11130 1.85155 0.05 0.01 -1.19 -0.004
C -1.87503 -0.93714 1.54020 -0.90 -0.13 1.63 -0.485
H -1.77783 0.38491 -0.88180 0.53 -0.41 -0.02 0.402
H -0.72249 -0.07336 -2.18534 -0.11 0.20 -0.13 0.415
H 0.94860 0.62431 1.35734 -0.18 -0.29 -0.55 0.414
H -0.71150 0.36962 2.82810 -0.35 -0.32 -0.59 0.213
H -1.91159 -1.47651 0.61207 -0.06 0.08 -0.24 0.215
H -2.66813 -1.14977 2.29033 0.78 0.14 -0.66 0.214
N -0.88556 0.00011 -1.19805 -0.77 -0.05 0.31 -0.806
N 0.11794 0.23867 0.91257 0.92 0.63 0.23 -0.622
S 1.70580 0.31127 -1.22002 0.38 -0.08 0.10 -0.227
```
Positions in Å, forces in eV/Å.

Computed properties:
HOMO energy ... -0.3058 Ha
SMILES ... C=CNC(N)=S
Total charge ... 0



Which energy above the lowest of the compared OMol25 structures with the same formula, charge and spin belongs to each record? In order, 92.45 39.72 15.91 kcal per mole.